C43H61ClF2N10O5P2 | wB97M-V/def2-TZVPD

Element x y z (Å)
C 2.792 -0.343 1.276
C 2.775 0.168 -0.163
O 3.719 1.224 -0.323
C 3.186 2.486 -0.669
C 2.473 3.218 0.488
C 1.090 3.767 0.087
C -0.083 2.855 0.489
C -1.300 3.130 -0.408
C -2.739 2.886 0.060
C -3.283 3.586 1.345
C -2.315 3.980 2.465
C -3.688 3.387 -1.118
P -3.938 5.163 -1.673
O -2.996 5.110 -3.008
Cl -2.683 6.271 -0.438
C -4.962 2.711 -0.707
O -6.099 3.105 -0.766
N -4.620 1.468 -0.101
C -3.201 1.383 0.098
P -2.491 0.271 -1.255
N -2.976 0.452 -2.734
N -2.800 0.860 1.493
C -3.874 0.621 2.397
O -4.969 0.238 2.189
F -3.451 0.897 3.640
C -1.876 -0.212 1.576
O -0.698 -0.141 1.496
F -2.491 -1.390 1.775
H 2.623 -1.421 1.313
H 2.020 0.128 1.884
H 3.777 -0.131 1.696
H 1.785 0.539 -0.455
H 3.025 -0.643 -0.854
H 4.048 3.073 -0.999
H 2.513 2.399 -1.537
H 2.354 2.534 1.331
H 3.104 4.055 0.794
H 1.068 3.915 -1.002
H 0.932 4.766 0.508
H 0.263 1.826 0.376
H -0.271 3.013 1.542
H -1.162 2.495 -1.294
H -1.207 4.143 -0.796
H -4.050 2.966 1.819
H -3.825 4.494 1.077
H -1.734 3.136 2.829
H -1.655 4.793 2.158
H -2.908 4.340 3.311
H -3.260 2.938 -2.018
H -2.052 5.194 -2.811
H -5.084 0.666 -0.513
H -2.757 -1.026 -0.773
H -1.092 0.338 -1.131
H -3.681 1.161 -2.879
C -5.943 0.537 8.385
C -4.911 0.293 7.439
C -5.097 1.159 6.395
N -6.204 1.914 6.673
C -6.724 1.543 7.883
H -6.094 0.032 9.324
H -4.118 -0.433 7.516
H -4.543 1.301 5.487
H -6.583 2.627 6.077
H -7.602 2.022 8.280
C 2.658 -2.700 -5.303
C 1.887 -3.189 -4.213
C 1.784 -2.174 -3.302
N 2.464 -1.094 -3.797
C 2.999 -1.404 -5.015
H 2.926 -3.236 -6.199
H 1.457 -4.172 -4.112
H 1.289 -2.129 -2.347
H 2.558 -0.209 -3.334
H 3.572 -0.683 -5.572
C 5.690 -6.983 -6.349
C 6.866 -6.223 -6.605
C 6.625 -4.943 -6.179
N 5.355 -4.901 -5.681
C 4.778 -6.136 -5.776
H 5.532 -8.027 -6.561
H 7.781 -6.572 -7.055
H 7.248 -4.065 -6.190
H 4.906 -4.085 -5.301
H 3.773 -6.307 -5.432
C 10.057 -10.738 -6.124
C 10.892 -9.800 -5.458
C 10.137 -8.683 -5.216
N 8.883 -8.909 -5.710
C 8.824 -10.157 -6.263
H 10.330 -11.724 -6.461
H 11.926 -9.932 -5.187
H 10.385 -7.752 -4.736
H 8.121 -8.255 -5.672
H 7.915 -10.525 -6.707
C -9.838 2.246 1.992
C -9.300 1.535 3.100
C -7.972 1.321 2.840
N -7.690 1.874 1.620
C -8.819 2.440 1.098
H -10.856 2.575 1.867
H -9.828 1.215 3.983
H -7.210 0.821 3.412
H -6.792 1.870 1.172
H -8.797 2.931 0.141
C 4.406 7.406 -0.585
C 5.306 7.343 -1.684
C 4.811 6.420 -2.565
N 3.649 5.921 -2.041
C 3.395 6.518 -0.834
H 4.493 8.032 0.287
H 6.211 7.912 -1.812
H 5.184 6.078 -3.515
H 3.073 5.226 -2.475
H 2.521 6.262 -0.262
C -2.058 -4.374 8.195
C -1.032 -4.617 7.241
C -1.225 -3.747 6.202
N -2.327 -2.989 6.491
C -2.838 -3.362 7.703
H -2.205 -4.882 9.133
H -0.244 -5.348 7.311
H -0.676 -3.605 5.287
H -2.708 -2.271 5.904
H -3.712 -2.882 8.108

frontier orbital gap	7.39	eV
largest force on an atom	1.51	eV/A
lowest unoccupied orbital energy	-0.696	eV
multiplicity	1

***

C43H61ClN4O9PTeTi | wB97M-V/def2-TZVPD

Element x y z (Å)
Ti -2.116 1.078 1.058
N -2.534 -0.681 4.530
C -3.487 0.076 5.331
C -3.851 1.401 4.664
C -4.434 1.219 3.264
O -5.632 1.055 3.101
O -3.571 1.343 2.306
H -1.976 -1.307 5.096
H -1.894 -0.054 4.052
H -3.112 0.299 6.341
H -4.404 -0.511 5.454
H -2.967 2.037 4.594
H -4.613 1.894 5.271
O 0.400 -5.433 -1.158
C 0.360 -5.197 0.274
C 0.096 -3.761 0.574
C 1.255 -2.842 0.843
C 0.064 -0.907 1.967
N -1.076 -0.909 1.384
C -1.721 -2.011 0.790
C -1.176 -3.305 0.547
C -3.066 -1.735 0.463
C -4.047 -2.713 0.130
C -5.324 -2.342 -0.175
C -6.342 -3.377 -0.568
O -6.450 -4.376 0.449
C -5.681 -0.984 -0.156
C -4.715 -0.076 0.186
N -3.453 -0.431 0.480
H 0.476 -6.384 -1.290
H 1.328 -5.489 0.701
H -0.412 -5.842 0.712
H 2.148 -3.466 0.998
H 0.351 0.025 2.421
H -1.917 -4.048 0.268
H -3.787 -3.761 0.140
H -6.030 -3.843 -1.512
H -7.308 -2.888 -0.733
H -7.042 -5.061 0.124
H -6.683 -0.651 -0.385
H -4.927 0.981 0.226
C -1.493 -1.250 -4.693
C -2.703 -1.139 -3.773
C -3.207 -2.518 -3.368
C -3.820 -0.339 -4.432
O -2.246 -0.548 -2.544
P -2.327 0.982 -2.099
O -3.692 1.535 -2.066
O -1.519 0.959 -0.789
O -1.394 1.648 -3.216
C -1.049 3.058 -3.313
C -2.285 3.939 -3.192
C -0.442 3.176 -4.705
C -0.019 3.392 -2.246
H -1.776 -1.711 -5.643
H -0.721 -1.858 -4.219
H -1.081 -0.259 -4.885
H -3.491 -3.095 -4.252
H -4.070 -2.418 -2.709
H -2.426 -3.054 -2.826
H -4.174 -0.890 -5.307
H -3.467 0.641 -4.755
H -4.645 -0.183 -3.738
H -3.060 3.611 -3.887
H -2.001 4.968 -3.430
H -2.697 3.908 -2.184
H -1.181 2.917 -5.466
H 0.410 2.501 -4.798
H -0.100 4.199 -4.878
H -0.406 3.208 -1.244
H 0.260 4.447 -2.320
H 0.878 2.786 -2.375
Cl -2.481 3.407 0.579
C 0.528 3.380 2.972
C 0.057 2.252 2.077
O -1.072 1.640 2.573
N 0.555 1.838 1.006
Te 2.747 2.249 0.441
C 5.100 2.078 0.151
C 5.708 1.260 -0.814
C 4.894 0.604 -1.900
C 7.082 1.010 -0.801
C 7.916 1.585 0.145
C 9.393 1.290 0.179
C 7.336 2.446 1.067
C 5.964 2.695 1.076
C 5.473 3.668 2.128
C 2.620 0.106 0.577
C 3.086 -0.498 1.828
C 4.398 -0.026 2.409
C 2.404 -1.435 2.506
C 1.063 -2.022 2.147
C 0.590 -2.910 3.306
C 1.484 -1.929 -0.334
C 1.929 -0.620 -0.416
C 1.569 0.022 -1.742
H -0.094 3.473 3.862
H 0.490 4.318 2.416
H 1.567 3.207 3.263
H 4.028 1.214 -2.145
H 4.520 -0.375 -1.589
H 5.491 0.465 -2.806
H 7.509 0.354 -1.557
H 9.701 0.731 -0.707
H 9.660 0.692 1.056
H 9.985 2.207 0.221
H 7.967 2.935 1.808
H 5.791 3.359 3.128
H 4.389 3.750 2.133
H 5.891 4.663 1.950
H 4.325 1.016 2.725
H 5.203 -0.075 1.676
H 4.663 -0.638 3.273
H 2.859 -1.828 3.414
H 0.620 -2.347 4.244
H 1.254 -3.776 3.403
H -0.426 -3.266 3.143
H 1.080 -2.334 -1.257
H 0.500 0.222 -1.766
H 1.813 -0.657 -2.563
H 2.082 0.964 -1.902

frontier orbital gap (spin up / spin down)	5.29 / 5.27	eV
largest force on an atom	2.06	eV/A
ΔE to the lowest compared entry with this formula, charge and spin	104.9	kcal per mole
lowest unoccupied orbital energy (spin up / spin down)	3.913 / 3.912	eV
multiplicity	2
⟨S²⟩	0.79
total charge	-2

***

C43H62FN2O3SSi5TeTl | wB97M-V/def2-TZVPD

Element x y z (Å)
Tl -0.797 1.190 1.078
N -3.081 2.442 1.215
C -3.533 2.601 2.531
C -3.937 3.866 2.962
C -4.335 4.097 4.265
C -4.343 3.042 5.169
C -3.940 1.789 4.741
C -3.528 1.531 3.431
C -3.058 0.146 3.127
C -3.791 -0.886 3.725
C -3.364 -2.201 3.690
C -2.172 -2.508 3.054
C -1.465 -1.502 2.410
C -1.900 -0.176 2.397
H -3.078 3.329 0.727
H -3.574 1.762 0.616
H -3.937 4.677 2.241
H -4.637 5.091 4.570
H -4.632 3.195 6.201
H -3.879 0.985 5.465
H -4.728 -0.646 4.215
H -3.959 -2.976 4.160
H -1.800 -3.525 3.038
H -0.535 -1.751 1.910
C 1.545 -1.941 -3.569
Si 3.034 -2.068 -2.418
C 4.112 -3.446 -3.146
C 4.022 -0.470 -2.496
Si 2.414 -2.535 -0.201
Te 2.145 -0.541 1.224
Si 0.567 -3.952 -0.324
C 0.896 -5.361 -1.547
C -0.971 -3.044 -0.905
C 0.231 -4.749 1.358
Si 4.181 -3.715 0.774
C 3.883 -3.930 2.621
C 4.474 -5.451 0.072
C 5.772 -2.725 0.550
H 1.853 -1.613 -4.567
H 0.802 -1.233 -3.199
H 1.059 -2.915 -3.672
H 4.388 -3.206 -4.178
H 3.575 -4.398 -3.153
H 5.033 -3.584 -2.575
H 4.241 -0.184 -3.530
H 4.968 -0.587 -1.962
H 3.483 0.348 -2.012
H 0.956 -4.989 -2.573
H 0.089 -6.099 -1.508
H 1.835 -5.872 -1.322
H -0.786 -2.527 -1.848
H -1.292 -2.295 -0.179
H -1.801 -3.741 -1.057
H 0.580 -4.108 2.171
H 0.746 -5.711 1.438
H -0.839 -4.926 1.498
H 3.079 -4.647 2.805
H 3.589 -2.975 3.061
H 4.785 -4.289 3.125
H 3.623 -6.101 0.292
H 5.363 -5.901 0.525
H 4.615 -5.438 -1.011
H 5.612 -1.700 0.893
H 6.070 -2.684 -0.501
H 6.597 -3.160 1.122
C 1.291 4.770 4.018
Si 0.866 2.971 3.641
C -0.547 2.458 4.756
C 2.346 1.938 4.185
N 0.404 2.838 1.996
C 1.092 3.561 1.013
C 2.476 3.449 0.820
C 3.125 4.157 -0.181
C 2.415 4.991 -1.035
C 1.040 5.107 -0.867
C 0.395 4.411 0.142
H 1.629 4.884 5.052
H 0.416 5.409 3.869
H 2.083 5.131 3.357
H -0.258 2.611 5.800
H -0.794 1.401 4.629
H -1.450 3.041 4.563
H 2.514 2.053 5.262
H 3.265 2.225 3.669
H 2.177 0.878 3.978
H 3.032 2.754 1.437
H 4.194 4.032 -0.311
H 2.920 5.526 -1.830
H 0.462 5.735 -1.535
H -0.678 4.500 0.267
F -0.235 2.525 -5.086
C -0.368 2.213 -3.764
C -1.495 2.628 -3.091
C -1.611 2.308 -1.744
C -0.630 1.578 -1.073
C 0.479 1.164 -1.804
C 0.625 1.485 -3.150
H -2.278 3.165 -3.610
H -2.522 2.615 -1.248
H 1.263 0.603 -1.308
H 1.496 1.175 -3.715
C -1.357 -0.473 -6.257
C -2.392 -0.212 -5.196
C -2.266 -0.769 -3.928
C -3.170 -0.473 -2.920
C -4.231 0.385 -3.174
C -4.385 0.929 -4.440
C -3.471 0.631 -5.441
S -5.324 0.863 -1.839
O -6.285 -0.212 -1.676
O -5.896 2.133 -2.263
O -4.393 0.993 -0.713
H -0.631 -1.214 -5.919
H -0.811 0.444 -6.493
H -1.814 -0.836 -7.182
H -1.425 -1.420 -3.719
H -3.035 -0.872 -1.923
H -5.202 1.617 -4.615
H -3.580 1.086 -6.421

frontier orbital gap	6.34	eV
largest force on an atom	0.34	eV/A
ΔE to the lowest compared entry with this formula, charge and spin	9.9	kcal per mole
lowest unoccupied orbital energy	3.982	eV
multiplicity	1
total charge	-2

***

C43H62FN2O3SSi5TeTl | wB97M-V/def2-TZVPD

Element x y z (Å)
Tl -0.149 0.700 -0.078
N -2.290 -2.269 -0.773
C -3.348 -2.832 -0.136
C -4.238 -3.657 -0.843
C -5.323 -4.238 -0.221
C -5.536 -4.004 1.131
C -4.641 -3.203 1.826
C -3.507 -2.624 1.248
C -2.582 -1.774 2.071
C -2.578 -2.122 3.436
C -2.013 -1.340 4.422
C -1.450 -0.134 4.042
C -1.366 0.157 2.690
C -1.809 -0.651 1.629
H -1.861 -1.496 -0.289
H -2.290 -2.208 -1.775
H -4.052 -3.818 -1.900
H -6.003 -4.863 -0.790
H -6.399 -4.416 1.640
H -4.867 -2.989 2.862
H -3.017 -3.065 3.740
H -2.018 -1.669 5.455
H -1.020 0.547 4.770
H -0.829 1.071 2.460
C 3.111 0.807 -6.546
Si 1.704 1.939 -6.003
C 0.891 2.464 -7.651
C 2.238 3.606 -5.301
Si -0.041 0.786 -4.887
Te -0.140 -0.491 -2.726
Si -1.979 2.086 -5.205
C -2.647 1.971 -6.980
C -1.605 3.914 -4.901
C -3.397 1.476 -4.120
Si -0.451 -1.153 -6.181
C -0.374 -0.877 -8.057
C 0.842 -2.471 -5.797
C -2.170 -1.860 -5.829
H 3.841 1.402 -7.105
H 2.728 0.033 -7.220
H 3.607 0.338 -5.702
H 1.688 2.890 -8.271
H 0.147 3.247 -7.493
H 0.423 1.657 -8.212
H 3.244 3.834 -5.667
H 2.245 3.633 -4.214
H 1.559 4.382 -5.667
H -1.913 2.244 -7.740
H -3.507 2.642 -7.076
H -2.993 0.957 -7.196
H -0.969 4.303 -5.701
H -1.080 4.088 -3.961
H -2.534 4.493 -4.901
H -3.675 0.457 -4.400
H -4.270 2.122 -4.263
H -3.146 1.459 -3.061
H 0.625 -0.580 -8.381
H -1.083 -0.122 -8.402
H -0.616 -1.825 -8.550
H 1.850 -2.112 -6.016
H 0.649 -3.361 -6.406
H 0.816 -2.751 -4.744
H -2.957 -1.228 -6.247
H -2.340 -1.954 -4.756
H -2.253 -2.852 -6.284
C 3.898 1.929 2.264
Si 2.021 2.070 2.166
C 1.565 3.556 1.117
C 1.382 2.543 3.896
N 1.328 0.613 1.531
C 1.678 -0.635 2.031
C 2.332 -0.817 3.264
C 2.655 -2.073 3.750
C 2.352 -3.220 3.033
C 1.726 -3.067 1.801
C 1.411 -1.815 1.312
H 4.341 2.914 2.439
H 4.284 1.543 1.319
H 4.224 1.259 3.058
H 2.357 4.300 1.254
H 0.624 3.995 1.458
H 1.470 3.362 0.047
H 1.724 3.564 4.102
H 1.715 1.907 4.716
H 0.288 2.557 3.909
H 2.584 0.039 3.873
H 3.150 -2.148 4.713
H 2.590 -4.203 3.418
H 1.480 -3.935 1.201
H 0.946 -1.753 0.333
F -4.063 5.733 -0.436
C -3.196 4.681 -0.332
C -2.693 4.113 -1.480
C -1.808 3.046 -1.348
C -1.435 2.540 -0.108
C -1.974 3.156 1.022
C -2.852 4.228 0.923
H -2.982 4.500 -2.448
H -1.384 2.595 -2.240
H -1.721 2.805 2.016
H -3.271 4.705 1.800
C 7.243 5.593 -0.099
C 6.149 4.667 -0.560
C 4.911 5.157 -0.955
C 3.906 4.302 -1.394
C 4.127 2.938 -1.431
C 5.362 2.432 -1.042
C 6.358 3.288 -0.608
S 2.866 1.808 -2.029
O 3.381 1.388 -3.325
O 1.652 2.622 -2.103
O 2.787 0.755 -1.042
H 6.850 6.586 0.118
H 8.018 5.704 -0.862
H 7.728 5.215 0.803
H 4.724 6.226 -0.913
H 2.937 4.684 -1.691
H 5.522 1.361 -1.063
H 7.312 2.882 -0.288

frontier orbital gap	6.54	eV
largest force on an atom	0.80	eV/A
ΔE to the lowest compared entry with this formula, charge and spin	64.8	kcal per mole
lowest unoccupied orbital energy	3.958	eV
multiplicity	1
total charge	-2